Version a
A 2-piece molecular cluster, C6H7N4O2 overall. Source: OMol25; level of theory: the ωB97M-V functional and the def2-TZVPD basis.

The charge is -1. The molar mass is 167.15 g mol⁻¹.

Last column: Mulliken charge in e.
CARTESIAN COORDINATES (ANGSTROEM)
C  -2.439  -1.558  -1.370  -0.113
C  -3.392  -0.959  -0.596  -0.281
C  -0.481  0.729  0.270  0.166
C  2.197  -1.075  0.993  0.484
C  2.502  1.431  0.106  -1.034
C  1.767  0.165  0.052  0.179
N  -1.266  -0.996  -1.156  -0.738
N  -2.786  -0.011  0.156  -0.855
N  -0.609  1.662  1.071  -0.525
N  -1.553  -0.019  -0.310  1.078
O  3.408  -1.216  1.186  -0.702
O  1.232  -1.756  1.299  -0.668
H  -2.454  -2.517  -1.992  0.302
H  -4.416  -1.273  -0.333  0.341
H  1.948  2.383  0.353  0.314
H  3.282  1.554  0.927  0.287
H  2.976  1.720  -0.797  0.251
H  1.722  -0.261  -0.989  0.264
H  -1.640  1.997  1.132  0.251



Version b
A 2-piece molecular cluster, C6H7N4O2 overall. Source: OMol25; level of theory: the ωB97M-V functional and the def2-TZVPD basis.

The charge is -1. The molar mass is 167.15 g mol⁻¹.

Last column: Mulliken charge in e.
CARTESIAN COORDINATES (ANGSTROEM)
C  2.513  -1.740  -0.282  -0.196
C  3.495  -0.934  0.371  -0.238
C  0.552  1.012  0.457  0.133
C  -2.529  -1.158  0.197  0.643
C  -2.810  1.013  -1.066  -1.128
C  -1.964  0.047  -0.247  0.067
N  1.346  -1.131  -0.316  -0.753
N  2.826  0.203  0.715  -0.946
N  0.641  2.014  1.276  -0.644
N  1.595  0.033  0.309  1.178
O  -2.623  -0.207  1.087  -0.477
O  -2.615  -2.339  0.064  -0.670
H  2.727  -2.652  -0.818  0.383
H  4.508  -0.712  0.180  0.313
H  -3.801  0.647  -1.439  0.389
H  -2.869  1.911  -0.343  0.186
H  -2.114  1.321  -1.914  0.222
H  -0.440  0.586  -0.039  0.284
H  1.560  2.088  1.807  0.253



Version c
A 2-piece molecular cluster, C6H7N4O2 overall. Source: OMol25; level of theory: the ωB97M-V functional and the def2-TZVPD basis.

The charge is -1. The molar mass is 167.15 g mol⁻¹.

Last column: Mulliken charge in e.
CARTESIAN COORDINATES (ANGSTROEM)
C  2.041  2.105  -1.672  -0.331
C  0.667  2.211  -1.257  -0.212
C  1.214  -1.571  -1.375  -0.085
C  -2.395  -1.849  1.811  0.397
C  -0.936  0.323  1.617  -0.964
C  -1.203  -1.213  1.480  0.608
N  2.323  0.831  -1.776  -0.835
N  0.275  0.955  -1.160  -0.541
N  0.391  -2.146  -0.754  -0.780
N  1.213  0.120  -1.503  0.615
O  -1.421  -2.121  2.686  -0.480
O  -3.483  -2.199  1.471  -0.593
H  2.675  2.804  -2.090  0.418
H  0.055  3.040  -1.030  0.411
H  -1.299  0.688  2.678  0.348
H  0.069  0.510  1.336  0.228
H  -1.711  0.745  0.987  0.260
H  2.095  -1.725  -2.047  0.292
H  -0.571  -1.508  0.597  0.244



Stability summary - winner: version a; margin: 4.8 kcal/mol.



Version a
One molecule with the formula C6H9OP. Source: OMol25; level of theory: the ωB97M-V functional and the def2-TZVPD basis.

The molar mass is 128.11 g mol⁻¹.

Last column: Mulliken charge in e.
CARTESIAN COORDINATES (ANGSTROEM)
C  -0.234  0.592  1.298  -0.611
C  1.080  0.417  1.377  -0.236
C  -1.231  2.180  -0.441  -0.551
C  -0.901  0.736  -0.014  1.300
C  -1.810  -0.362  -0.452  -1.635
C  1.880  -1.318  -0.371  -0.965
O  0.165  0.949  -0.916  -0.330
P  1.782  0.505  -0.282  -0.041
H  -0.891  0.663  2.196  0.335
H  1.723  0.201  2.295  0.360
H  -1.549  2.138  -1.517  0.210
H  -1.756  -1.344  -0.177  0.433
H  -1.868  -0.222  -1.558  0.356
H  -2.762  -0.124  -0.003  0.381
H  2.362  -1.413  -1.388  0.287
H  1.146  -2.009  -0.268  0.382
H  2.865  -1.589  0.221  0.323



Version b
One molecule with the formula C6H9OP. Source: OMol25; level of theory: the ωB97M-V functional and the def2-TZVPD basis.

The molar mass is 128.11 g mol⁻¹. The SMILES is C/C=C1\C=CP(C)O1.

Last column: Mulliken charge in e.
CARTESIAN COORDINATES (ANGSTROEM)
C  -2.616  -1.532  0.181  -0.976
C  -1.143  -1.718  0.052  -0.350
C  -0.217  -0.688  -0.354  0.806
C  -0.548  0.743  -0.589  -0.224
C  0.501  1.556  -0.788  -0.501
P  2.127  0.682  -1.040  0.118
C  2.808  1.239  0.567  -0.831
O  1.131  -0.867  -0.547  -0.534
H  -3.094  -2.000  -0.726  0.233
H  -2.805  -0.395  0.405  0.255
H  -2.892  -2.139  0.913  0.368
H  -0.766  -2.801  0.252  0.282
H  -1.672  1.117  -0.455  0.055
H  0.280  2.593  -0.796  0.449
H  2.046  1.273  1.488  0.250
H  3.191  2.358  0.467  0.293
H  3.668  0.578  0.969  0.309



Stability summary - winner: version b; margin: 67.3 kcal/mol.



Version a
An isolated ion of composition C4H11NP and charge +1. Source: OMol25; level of theory: the ωB97M-V functional and the def2-TZVPD basis.

The charge is +1. The molar mass is 104.11 g mol⁻¹.

Last column: Mulliken charge in e.
CARTESIAN COORDINATES (ANGSTROEM)
C  0.171  -1.254  -0.160  -0.499
C  -1.312  -1.376  0.241  -0.769
C  -0.901  1.483  0.274  -0.382
C  1.834  0.726  -0.236  -1.016
N  0.681  0.082  0.348  -0.221
P  -2.193  0.302  -0.172  0.068
H  0.652  -2.148  0.223  0.339
H  0.168  -1.248  -1.269  0.346
H  -1.854  -2.221  -0.238  0.408
H  -1.368  -1.440  1.386  0.336
H  -0.612  1.497  1.274  0.364
H  -0.783  2.354  -0.329  0.398
H  1.754  0.831  -1.291  0.391
H  1.955  1.693  0.077  0.416
H  2.886  0.300  0.089  0.310
H  0.706  0.111  1.325  0.427
H  -1.783  0.309  -1.542  0.084



Version b
An isolated ion of composition C4H11NP and charge +1. Source: OMol25; level of theory: the ωB97M-V functional and the def2-TZVPD basis.

The charge is +1. The molar mass is 104.11 g mol⁻¹. The SMILES is C[N@@H+]1CCPC1.

Last column: Mulliken charge in e.
CARTESIAN COORDINATES (ANGSTROEM)
C  1.277  -0.554  0.832  -1.138
N  0.651  -0.192  -0.489  -0.061
C  0.212  1.254  -0.479  -0.434
C  -1.343  1.114  0.201  -0.645
P  -1.752  -0.663  0.290  -0.054
C  -0.358  -1.141  -0.814  -0.597
H  0.636  -0.182  1.586  0.570
H  1.230  -1.617  1.096  0.341
H  2.245  -0.179  0.957  0.372
H  1.324  -0.330  -1.212  0.343
H  0.173  1.588  -1.618  0.339
H  0.965  1.779  0.213  0.313
H  -1.438  1.635  1.090  0.461
H  -1.966  1.649  -0.543  0.380
H  -0.938  -0.998  1.405  0.040
H  -0.789  -0.926  -1.803  0.393
H  -0.131  -2.239  -0.711  0.377



Stability summary - winner: version b; margin: 23.3 kcal/mol.



Version a
A 2-piece molecular cluster, FH2O2P overall. Source: OMol25; level of theory: the ωB97M-V functional and the def2-TZVPD basis.

The molar mass is 83.99 g mol⁻¹.

Last column: Mulliken charge in e.
CARTESIAN COORDINATES (ANGSTROEM)
O  -0.896  -0.580  -0.517  -0.397
O  -0.001  1.362  0.613  -0.344
F  1.883  -0.880  0.329  -0.644
P  0.286  0.492  -0.652  0.687
H  -0.860  -1.309  -1.138  0.347
H  -0.412  0.916  1.365  0.350



Version b
One molecule with the formula FH2O2P. Source: OMol25; level of theory: the ωB97M-V functional and the def2-TZVPD basis.

The molar mass is 83.99 g mol⁻¹. The SMILES is OP(O)F.

Last column: Mulliken charge in e.
CARTESIAN COORDINATES (ANGSTROEM)
O  -1.105  0.686  0.438  -0.433
P  0.305  -0.134  0.576  0.538
O  0.575  -0.643  -0.905  -0.390
F  1.382  1.403  0.355  -0.451
H  -1.603  0.852  1.321  0.359
H  0.670  0.260  -1.412  0.376



Stability summary - winner: version b; margin: 29.2 kcal/mol.



Version a
One molecule with the formula C3H4N2S2. Source: OMol25; level of theory: the ωB97M-V functional and the def2-TZVPD basis.

The molar mass is 132.21 g mol⁻¹. The SMILES is CSC(=S)NC#N.

Last column: Mulliken charge in e.
CARTESIAN COORDINATES (ANGSTROEM)
C  -1.887  0.927  0.862  -0.744
S  -0.243  0.420  1.250  -0.129
C  0.345  -0.185  -0.334  0.419
S  -0.533  0.123  -1.643  -0.365
N  1.628  -0.692  -0.223  -0.295
C  2.304  -1.311  -1.133  0.370
N  2.906  -1.971  -1.834  -0.374
H  -2.607  0.090  0.939  0.290
H  -1.755  1.314  -0.114  0.282
H  -2.162  1.937  1.467  0.293
H  2.005  -0.651  0.763  0.254



Version b
One molecule with the formula C3H4N2S2. Source: OMol25; level of theory: the ωB97M-V functional and the def2-TZVPD basis.

The molar mass is 132.21 g mol⁻¹.

Last column: Mulliken charge in e.
CARTESIAN COORDINATES (ANGSTROEM)
C  0.703  -0.088  1.125  0.289
C  -0.123  -1.079  -0.673  0.176
C  -1.207  1.371  -0.226  -0.504
N  1.704  -0.679  1.523  -0.461
N  0.659  -1.898  -1.102  -0.444
S  -0.362  1.201  1.324  -0.113
S  -1.538  -0.227  -1.060  -0.118
H  -2.214  1.896  -0.205  0.322
H  -0.639  2.186  -0.778  0.334
H  2.429  -0.292  2.076  0.262
H  0.588  -2.391  -2.005  0.255



Version c
One molecule with the formula C3H4N2S2. Source: OMol25; level of theory: the ωB97M-V functional and the def2-TZVPD basis.

The molar mass is 132.21 g mol⁻¹. The SMILES is S=C1CSN=CN1.

Last column: Mulliken charge in e.
CARTESIAN COORDINATES (ANGSTROEM)
S  2.556  -0.102  -0.053  -0.265
C  0.901  0.118  0.006  0.163
C  0.068  -1.130  0.420  -0.587
S  -1.636  -0.971  -0.267  -0.032
N  -2.097  0.627  0.197  -0.374
C  -1.181  1.465  0.177  -0.001
N  0.167  1.267  -0.158  -0.205
H  0.092  -1.430  1.564  0.276
H  0.629  -1.967  -0.111  0.333
H  -1.448  2.487  0.252  0.389
H  0.789  2.086  -0.487  0.304



Stability summary - winner: version c; margin: 9.3 kcal/mol.



Version a
One molecule with the formula C3H5ClO. Source: OMol25; level of theory: the ωB97M-V functional and the def2-TZVPD basis.

The molar mass is 92.53 g mol⁻¹. The SMILES is ClC1COC1.

Last column: Mulliken charge in e.
CARTESIAN COORDINATES (ANGSTROEM)
Cl  0.260  0.857  1.431  -0.206
C  -0.379  0.402  -0.124  0.022
C  -0.665  -1.123  -0.131  -0.346
O  0.264  -1.235  -1.185  -0.400
C  0.310  0.127  -1.492  -0.371
H  -1.091  1.201  -0.303  0.294
H  -0.324  -1.753  0.676  0.272
H  -1.617  -1.416  -0.667  0.187
H  -0.336  0.269  -2.336  0.247
H  1.227  0.577  -1.743  0.301



Version b
One molecule with the formula C3H5ClO. Source: OMol25; level of theory: the ωB97M-V functional and the def2-TZVPD basis.

The molar mass is 92.53 g mol⁻¹. The SMILES is CO/C=C/Cl.

Last column: Mulliken charge in e.
CARTESIAN COORDINATES (ANGSTROEM)
C  -2.197  0.991  -1.352  -0.581
O  -0.924  0.480  -1.362  -0.380
C  -0.351  0.219  -0.219  0.000
C  0.744  -0.555  -0.161  -0.282
Cl  1.478  -0.624  1.501  -0.224
H  -2.654  0.245  -0.696  0.322
H  -2.560  1.082  -2.385  0.214
H  -2.069  2.014  -0.869  0.256
H  -0.959  0.539  0.662  0.315
H  1.343  -1.051  -0.945  0.360



Stability summary - winner: version b; margin: 5.6 kcal/mol.